*i*
Entry from OMol25: the molecule C3H7N3O (ωB97M-V/def2-TZVPD).

```
! wB97M-V def2-TZVPD RIJCOSX def2/J DEFGRID3
* xyz 0 1
H -0.43 2.08 -0.81
N -1.06 2.02 0.08
N -1.38 0.83 0.36
N -0.86 -0.15 -0.25
C -1.19 -1.51 0.07
O 0.19 0.04 -1.17
C 1.40 0.36 -0.57
C 1.56 0.53 0.73
H -1.81 -1.51 0.96
H -1.51 -2.19 -0.75
H -0.30 -2.01 0.27
H 2.09 0.59 -1.40
H 2.55 0.43 1.08
H 0.73 0.50 1.40
*
```

Gap between HOMO and LUMO   10.0634 eV
Structure (SMILES)   [H]/N=N\N(C)OC=C

Here are the Löwdin charges for atoms 1 to 8, given in e:
1. H 0.085
2. N 0.031
3. N -0.098
4. N -0.258
5. C -0.019
6. O -0.064
7. C -0.199
8. C 0.029

*ii*
Entry from OMol25: a structure of composition C3H7N3O (ωB97M-V/def2-TZVPD).

```
! wB97M-V def2-TZVPD RIJCOSX def2/J DEFGRID3
* xyz 0 1
C -1.22 -1.79 0.59
C 1.44 -1.19 0.10
C -0.79 1.38 0.18
N -1.66 -0.83 -0.16
N 0.30 -0.69 0.66
N -0.49 0.01 -0.28
O -1.44 -2.74 1.22
H 2.30 -0.50 0.18
H 1.99 -2.05 0.61
H 1.28 -1.59 -0.87
H -0.79 1.51 1.24
H -0.15 2.21 -0.07
H -1.78 1.86 -0.22
H -2.47 -1.00 -0.79
*
```

Gap between HOMO and LUMO   9.3862 eV

Here are the Löwdin charges for atoms 1 to 8, given in e:
1. C -0.356
2. C -0.192
3. C -0.091
4. N 0.110
5. N -0.097
6. N -0.183
7. O 0.163
8. H 0.080

The computed energies, referenced to the most stable structure and given in kJ/mol, are *i* 54.8; *ii* 0.0.

*i*
Entry from OMol25: the molecule C3H7N3O (ωB97M-V/def2-TZVPD).

```
! wB97M-V def2-TZVPD RIJCOSX def2/J DEFGRID3
* xyz 0 1
H 1.20 2.77 -1.20
N 1.09 1.79 -0.88
N 0.20 1.74 0.02
C -0.09 0.47 0.54
C -0.39 0.32 1.82
C -0.21 -0.58 -0.55
N -0.81 -1.78 -0.07
O 1.02 -0.78 -1.18
H -0.70 -0.64 2.19
H -0.35 1.16 2.50
H -0.90 -0.02 -1.27
H -0.07 -2.45 0.18
H -1.41 -2.21 -0.78
H 1.43 0.21 -1.32
*
```

Gap between HOMO and LUMO   8.9640 eV
Structure (SMILES)   [H]/N=N/C(=C)[C@H](N)O

Here are the Löwdin charges for atoms 1 to 8, given in e:
1. H 0.089
2. N 0.074
3. N 0.023
4. C -0.327
5. C 0.105
6. C -0.515
7. N 0.067
8. O -0.087

*ii*
Entry from OMol25: the molecule C3H7N3O (ωB97M-V/def2-TZVPD).

```
! wB97M-V def2-TZVPD RIJCOSX def2/J DEFGRID3
* xyz 0 1
H -1.31 -2.13 -1.50
N -0.36 -2.25 -1.87
C 0.50 -1.51 -1.34
C 0.32 -0.57 -0.19
N 0.95 -0.68 0.92
H 1.60 -1.46 0.93
N -0.76 0.22 -0.35
O -1.18 1.34 0.43
C -0.21 1.90 1.31
H 1.53 -1.64 -1.68
H -1.11 0.59 -1.24
H 0.21 1.15 1.98
H 0.59 2.38 0.74
H -0.77 2.65 1.87
*
```

Gap between HOMO and LUMO   9.9525 eV
Structure (SMILES)   [H]/N=C\C(=N/[H])NOC

Here are the Löwdin charges for atoms 1 to 8, given in e:
1. H 0.060
2. N 0.114
3. C -0.196
4. C -0.447
5. N 0.126
6. H 0.054
7. N 0.041
8. O -0.152

The computed energies, referenced to the most stable structure and given in kJ/mol, are *i* 0.0; *ii* 76.1.

*i*
Entry from OMol25: a structure of composition C3H7N3O (ωB97M-V/def2-TZVPD).

```
! wB97M-V def2-TZVPD RIJCOSX def2/J DEFGRID3
* xyz 0 1
C 2.00 0.60 -0.21
N 0.90 0.16 0.66
C -0.04 -0.62 0.04
O 0.04 -1.00 -1.12
N -1.29 -0.98 0.66
C -1.98 -0.34 -0.47
N -1.70 0.90 -0.52
H 1.77 0.28 -1.23
H 2.94 0.13 0.09
H 2.11 1.69 -0.21
H 1.16 -0.18 1.57
H -1.57 -0.46 1.48
H -2.52 -1.00 -1.15
H -1.74 1.32 -1.43
*
```

Gap between HOMO and LUMO   10.7825 eV

Here are the Löwdin charges for atoms 1 to 8, given in e:
1. C -0.072
2. N 0.029
3. C -0.597
4. O 0.021
5. N 0.085
6. C -0.254
7. N 0.112
8. H 0.078

*ii*
Entry from OMol25: the molecule C3H7N3O (ωB97M-V/def2-TZVPD).

```
! wB97M-V def2-TZVPD RIJCOSX def2/J DEFGRID3
* xyz 0 1
N -0.24 -1.51 2.13
N -0.56 -1.64 0.60
C -0.23 -0.64 -0.38
O -0.15 -0.88 -1.55
N 0.28 0.60 0.20
C -0.22 1.73 -0.71
C 0.96 1.06 -1.15
H 0.73 -0.96 2.13
H -0.90 -0.78 2.51
H -0.79 -2.68 0.41
H -0.59 2.56 -0.06
H -0.91 1.26 -1.28
H 1.80 1.54 -0.78
H 0.82 0.34 -2.08
*
```

Gap between HOMO and LUMO   10.8592 eV
Structure (SMILES)   NNC(=O)N1CC1

Here are the Löwdin charges for atoms 1 to 8, given in e:
1. N -0.008
2. N -0.010
3. C -0.534
4. O 0.014
5. N 0.026
6. C -0.128
7. C -0.111
8. H 0.102

*iii*
Entry from OMol25: the molecule C3H7N3O (ωB97M-V/def2-TZVPD).

```
! wB97M-V def2-TZVPD RIJCOSX def2/J DEFGRID3
* xyz 0 1
H 1.45 3.87 0.01
N 1.66 2.87 0.01
C 0.60 2.20 0.16
N 0.64 0.82 0.18
C -0.48 0.03 0.24
O -1.60 0.47 0.31
N -0.13 -1.37 0.19
C -0.94 -2.10 -0.79
H -0.42 2.59 0.29
H 1.54 0.37 0.04
H -0.30 -1.75 1.11
H -0.61 -1.83 -1.80
H -2.01 -1.88 -0.70
H -0.77 -3.17 -0.65
*
```

Gap between HOMO and LUMO   10.7652 eV
Structure (SMILES)   [H]/N=C/NC(=O)NC

Here are the Löwdin charges for atoms 1 to 8, given in e:
1. H 0.042
2. N 0.086
3. C -0.267
4. N 0.103
5. C -0.535
6. O 0.077
7. N -0.033
8. C -0.108

*iv*
Entry from OMol25: the molecule C3H7N3O (ωB97M-V/def2-TZVPD).

```
! wB97M-V def2-TZVPD RIJCOSX def2/J DEFGRID3
* xyz 0 1
H -1.61 1.45 1.51
N -1.15 1.18 0.63
C 0.20 1.17 0.78
O 0.91 2.06 1.51
C 0.68 -0.06 0.23
N 1.80 -0.47 -0.26
H 2.55 0.19 -0.17
N -0.58 -0.65 -0.11
C -0.80 -1.28 -1.40
H 1.75 1.66 1.79
H -1.18 -0.95 0.65
H -1.66 -1.95 -1.34
H -0.98 -0.50 -2.15
H 0.08 -1.84 -1.67
*
```

Gap between HOMO and LUMO (alpha / beta)   7.6610 / 7.6587 eV
Structure (SMILES)   [H]/N=C(O)/C(=N\[H])NC

Here are the Löwdin charges for atoms 1 to 8, given in e:
1. H 0.067
2. N 0.123
3. C -0.374
4. O 0.090
5. C -0.384
6. N 0.141
7. H 0.038
8. N -0.091

The computed energies, referenced to the most stable structure and given in kJ/mol, are *i* 192.2; *ii* 453.8; *iii* 0.0; *iv* 344.2.